C14H20CaCsFKN4NaO18S5 | the ωB97M-V functional and the def2-TZVPD basis

Structure (XYZ):
```
66
C14H20CaCsFKN4NaO18S5 the ωB97M-V functional and the def2-TZVPD basis
O -1.081 -4.738 -1.679
N 0.023 -5.041 -1.365
O 0.923 -4.259 -2.305
S 2.323 -3.832 -1.694
O 2.650 -4.556 -0.507
O 3.353 -4.140 -2.699
N 2.393 -2.291 -1.410
S 0.977 -1.583 -1.488
O 0.529 -1.333 -2.806
O -0.055 -2.223 -0.692
N 1.266 -0.075 -0.732
C 1.806 -0.326 0.341
S 2.491 -0.687 1.649
K -0.973 -1.737 1.482
Ca 4.783 -5.525 -2.160
C -3.167 2.582 0.778
C -3.516 3.736 0.184
C -3.198 5.070 0.819
O -3.518 6.082 0.235
C -2.506 5.059 2.110
C -2.156 3.892 2.676
C -2.470 2.579 2.018
O -2.113 1.521 2.530
O -1.519 3.813 3.839
O -4.116 3.704 -0.968
H -3.386 1.627 0.322
H -2.287 6.012 2.570
H -1.390 2.864 4.013
H -4.296 4.611 -1.275
O -5.636 1.067 -2.617
S -4.701 1.494 -3.675
O -5.125 0.977 -4.987
O -3.356 0.961 -3.359
O -4.673 2.969 -3.728
C -6.782 -4.966 -1.612
C -5.670 -4.446 -0.734
O -5.872 -3.927 0.341
N -4.380 -4.576 -1.190
C -3.913 -5.156 -2.418
H -7.727 -4.789 -1.112
H -6.792 -4.445 -2.570
H -6.670 -6.039 -1.779
H -3.693 -4.206 -0.554
H -3.234 -5.983 -2.179
H -3.357 -4.408 -2.972
H -4.732 -5.526 -3.034
C 3.995 1.938 -1.377
C 4.899 2.347 -0.186
O 5.783 3.178 -0.443
O 4.594 1.767 0.871
H 4.306 2.458 -2.292
H 4.063 0.866 -1.559
H 2.950 2.186 -1.144
Na 3.104 3.542 -3.450
C 5.806 1.484 4.980
S 7.412 1.647 4.218
O 8.366 2.079 5.272
C 7.024 3.058 3.209
H 5.849 0.664 5.695
H 5.588 2.422 5.494
H 5.071 1.264 4.203
H 6.698 3.870 3.860
H 6.243 2.782 2.496
H 7.920 3.352 2.667
Cs -2.166 -4.450 -4.435
F 7.038 3.742 6.310
```

Values from the calculation:
Calculated total energy: -154261.992 eV
HOMO-LUMO gap: 1.054 eV
Multiplicity: 1
Net charge: 0
Strongest force on any atom: 0.104 Eh/bohr
E_HOMO: -5.371 eV
LUMO energy: -4.3 eV

Mulliken charges in e:
1. O -0.17
2. N 0.05
3. O -0.26
4. S 1.24
5. O -0.73
6. O -0.99
7. N -0.25
8. S 1.39
9. O -0.65
10. O -0.72
11. N -0.40
12. C 0.34
13. S -0.20
14. K 1.04
15. Ca 0.84
16. C -0.83
17. C 0.05
18. C 0.74
19. O -0.60
20. C -0.98
21. C 0.31
22. C 1.31
23. O -0.70
24. O -0.57
25. O -0.30
26. H 0.49
27. H 0.44
28. H 0.33
29. H 0.32
30. O -0.61
31. S 1.24
32. O -0.64
33. O -0.59
34. O -0.61
35. C -1.25
36. C 0.81
37. O -0.61
38. N 0.07
39. C -1.74
40. H 0.29
41. H 0.35
42. H 0.35
43. H 0.14
44. H 0.53
45. H 0.48
46. H 0.58
47. C -0.54
48. C 0.54
49. O -0.73
50. O -0.67
51. H -0.03
52. H 0.24
53. H 0.25
54. Na 0.96
55. C -0.79
56. S 0.51
57. O -0.48
58. C -0.52
59. H 0.33
60. H 0.33
61. H 0.21
62. H 0.34
63. H 0.02
64. H 0.34
65. Cs 1.02
66. F -0.65

C5H13NO | the ωB97M-V functional and the def2-TZVPD basis

Structure (XYZ):
```
20
C5H13NO the ωB97M-V functional and the def2-TZVPD basis
C 0.830 0.771 -1.668
C 0.456 0.448 -0.249
C 0.942 -1.031 0.039
C -0.122 -2.039 0.331
C -0.953 -2.217 1.391
N 1.087 1.260 0.837
H 0.494 1.754 -2.075
H 0.338 0.095 -2.367
H 1.917 0.666 -1.788
H -0.574 0.423 -0.096
H 1.530 -1.364 -0.834
H 1.639 -0.982 0.877
H -0.161 -2.951 -0.337
H -0.717 -2.133 2.419
H -2.038 -2.520 1.070
H 0.656 2.244 0.859
H 2.217 1.297 0.575
H -2.335 2.707 0.716
H -2.684 1.351 0.346
O -2.521 2.220 -0.045
```

Values from the calculation:
Calculated total energy: -8930.425 eV
SMILES: C=CC[C@H](C)N.O
HOMO-LUMO gap: 9.215 eV
Multiplicity: 1
Net charge: 0
Relative energy (zero: lowest compared OMol25 entry of this formula, charge and spin): 82.68 kcal per mole
Strongest force on any atom: 0.079 Eh/bohr
E_HOMO: -8.453 eV
LUMO energy: 0.8 eV

Mulliken charges in e:
1. C -1.48
2. C 0.62
3. C -0.65
4. C -0.28
5. C -0.72
6. N -0.66
7. H 0.34
8. H 0.38
9. H 0.35
10. H 0.05
11. H 0.33
12. H 0.35
13. H 0.29
14. H 0.32
15. H 0.22
16. H 0.27
17. H 0.30
18. H 0.30
19. H 0.32
20. O -0.63

C10H13BF3N4O4 | the ωB97M-V functional and the def2-TZVPD basis

Structure (XYZ):
```
35
C10H13BF3N4O4 the ωB97M-V functional and the def2-TZVPD basis
C 1.591 1.996 2.640
C 0.709 0.709 2.725
O -0.020 0.606 3.677
N 0.748 -0.388 1.760
C -0.235 -1.457 2.114
C -1.687 -1.559 1.564
O 0.137 -2.270 2.901
C 0.453 0.044 0.425
C -0.521 1.124 0.142
C -0.712 1.496 -1.275
B -1.737 2.685 -1.744
N -2.514 2.512 -3.009
O -1.848 3.839 -0.987
N 0.012 0.800 -2.200
N 0.897 -0.145 -2.040
C 1.124 -0.534 -0.785
C 2.194 -1.650 -0.485
O 1.615 -2.948 -0.310
C 1.089 -3.473 -1.470
F 1.376 -4.813 -1.458
F -0.284 -3.401 -1.479
F 1.620 -2.980 -2.614
H 1.010 2.819 2.156
H 1.831 2.294 3.695
H 2.578 1.795 2.151
H -2.059 -2.575 1.863
H -1.773 -1.508 0.451
H -2.377 -0.794 2.016
H -1.063 1.658 0.957
H -1.807 2.385 -3.745
H -3.053 1.642 -2.918
H -2.804 4.008 -0.865
H -0.173 1.068 -3.175
H 3.059 -1.617 -1.195
H 2.623 -1.370 0.516
```

Values from the calculation:
Calculated total energy: -33553.247 eV
SMILES: CC(=O)N(C(C)=O)c1cc(B(N)O)[nH+]nc1COC(F)(F)F
HOMO-LUMO gap: 7.912 eV
Multiplicity: 1
Net charge: +1
Relative energy (zero: lowest compared OMol25 entry of this formula, charge and spin): 0.00 kcal per mole
Strongest force on any atom: 0.068 Eh/bohr
E_HOMO: -13.606 eV
LUMO energy: -5.7 eV

Mulliken charges in e:
1. C -0.99
2. C 0.59
3. O -0.48
4. N 0.28
5. C 0.62
6. C -0.96
7. O -0.49
8. C 0.05
9. C -0.14
10. C -0.22
11. B 0.38
12. N -0.59
13. O -0.48
14. N 0.47
15. N -0.88
16. C 0.16
17. C -0.66
18. O -0.34
19. C 0.86
20. F -0.26
21. F -0.24
22. F -0.23
23. H 0.27
24. H 0.37
25. H 0.32
26. H 0.37
27. H 0.28
28. H 0.29
29. H 0.57
30. H 0.25
31. H 0.31
32. H 0.34
33. H 0.25
34. H 0.46
35. H 0.48

C7H14NOPS | the ωB97M-V functional and the def2-TZVPD basis

Structure (XYZ):
```
25
C7H14NOPS the ωB97M-V functional and the def2-TZVPD basis
C -0.168 -2.675 -0.911
C -2.606 0.662 0.610
C -1.138 1.981 -0.914
C 2.522 -0.970 1.202
C 0.684 -2.553 -1.959
C -0.152 0.872 0.990
C -1.229 0.748 -0.104
N -1.016 -2.873 -0.118
O 1.148 1.279 0.633
P 2.221 0.250 -0.113
S 3.788 1.409 -0.542
H -2.722 -0.138 1.249
H -3.438 0.608 -0.086
H -2.918 1.454 1.204
H -1.453 1.735 -1.868
H -0.106 2.430 -1.152
H -1.849 2.719 -0.636
H 2.754 -0.270 2.002
H 1.678 -1.585 1.494
H 3.433 -1.463 0.981
H 0.944 -1.551 -2.375
H 1.328 -3.448 -2.198
H -0.470 1.605 1.823
H -0.130 -0.112 1.463
H -1.106 -0.114 -0.673
```

Values from the calculation:
Calculated total energy: -31144.641 eV
HOMO-LUMO gap (spin up / spin down): 7.363 / 6.602 eV
Multiplicity: 1
Net charge: 0
Relative energy (zero: lowest compared OMol25 entry of this formula, charge and spin): 71.13 kcal per mole
Strongest force on any atom: 0.074 Eh/bohr
E_HOMO (spin up / spin down): -9.270 / -8.449 eV
LUMO energy (spin up / spin down): -1.9 / -1.8 eV

Mulliken charges in e:
1. C 0.66
2. C -2.03
3. C -1.63
4. C -1.00
5. C -0.86
6. C -0.64
7. C 1.45
8. N -0.41
9. O -0.32
10. P 0.36
11. S -0.34
12. H 0.50
13. H 0.44
14. H 0.52
15. H 0.51
16. H 0.26
17. H 0.37
18. H 0.34
19. H 0.32
20. H 0.39
21. H 0.38
22. H 0.29
23. H 0.28
24. H 0.33
25. H -0.14

C5H6O2 | the ωB97M-V functional and the def2-TZVPD basis

Structure (XYZ):
```
13
C5H6O2 the ωB97M-V functional and the def2-TZVPD basis
C -1.352 -0.203 0.136
C -0.587 -1.605 0.071
C 1.473 -0.078 -0.070
C 1.004 1.082 -0.043
C -0.596 1.282 0.067
H -0.561 -2.074 1.191
H -0.814 -2.346 -0.831
H 2.686 -0.097 0.061
H 1.852 1.814 -0.121
H -0.598 2.107 0.859
H -0.955 1.541 -1.051
O -2.559 -0.039 -0.155
O 1.008 -1.384 -0.113
```

Values from the calculation:
Calculated total energy: -9372.725 eV
SMILES: O=C1CC=COC1
HOMO-LUMO gap: 9.670 eV
Multiplicity: 1
Net charge: 0
Relative energy (zero: lowest compared OMol25 entry of this formula, charge and spin): 100.79 kcal per mole
Strongest force on any atom: 0.169 Eh/bohr
E_HOMO: -9.261 eV
LUMO energy: 0.4 eV

Mulliken charges in e:
1. C 0.37
2. C -0.24
3. C -0.06
4. C -0.28
5. C -0.30
6. H 0.22
7. H 0.26
8. H 0.18
9. H 0.24
10. H 0.31
11. H 0.21
12. O -0.50
13. O -0.41

C5H8N3O2S3 | the ωB97M-V functional and the def2-TZVPD basis

Structure (XYZ):
```
21
C5H8N3O2S3 the ωB97M-V functional and the def2-TZVPD basis
C 0.152 -0.428 -1.700
C -1.011 -0.400 0.398
C 1.036 0.858 -0.176
C 2.335 0.235 -0.559
C -2.706 0.549 2.543
N 0.872 -0.466 -2.645
N -0.134 -0.008 -0.557
N -1.791 -1.508 0.374
O 3.195 -1.179 -2.717
O 2.700 1.266 -2.954
S -1.952 -2.654 -0.866
S -1.121 0.748 1.685
S 2.527 -0.037 -2.364
H 1.023 1.100 0.951
H 0.974 1.940 -0.471
H 3.106 0.918 -0.332
H 2.579 -0.689 0.012
H -2.700 1.164 3.396
H -2.983 -0.485 2.872
H -3.626 0.733 2.054
H -2.475 -1.657 1.060
```

Values from the calculation:
Calculated total energy: -46372.364 eV
<S²>: 2.010
HOMO-LUMO gap (spin up / spin down): 5.989 / 7.148 eV
Multiplicity: 3
Net charge: +1
Strongest force on any atom: 0.133 Eh/bohr
E_HOMO (spin up / spin down): -11.070 / -14.078 eV
LUMO energy (spin up / spin down): -5.1 / -6.9 eV

Mulliken charges in e:
1. C 0.37
2. C 0.76
3. C -0.64
4. C -0.99
5. C -1.06
6. N -0.38
7. N 0.07
8. N -0.27
9. O -0.53
10. O -0.56
11. S 0.08
12. S 0.05
13. S 1.16
14. H 0.39
15. H 0.33
16. H 0.47
17. H 0.36
18. H 0.37
19. H 0.34
20. H 0.44
21. H 0.25